Record 1
{
  "formula": "C25H26BrIrN3O3S",
  "method": "wB97M-V/def2-TZVPD",
  "elements": ["Ir", "C", "C", "N", "C", "C", "C", "S", "N", "C", "O", "C", "C", "C", "C", "C", "C", "H", "H", "H", "H", "H", "H", "H", "H", "H", "H", "H", "H", "H", "H", "H", "N", "C", "C", "C", "C", "C", "C", "H", "H", "H", "H", "H", "H", "H", "Br", "C", "C", "C", "C", "C", "C", "C", "O", "O", "H", "H", "H", "H"],
  "positions_angstrom": [[0.045, -0.767, -0.545], [-0.984, -0.462, 4.839], [0.468, -0.167, 4.504], [0.591, 0.929, 3.528], [0.684, 2.281, 4.113], [2.128, 2.735, 4.241], [0.598, 0.767, 2.216], [0.416, -0.915, 1.667], [0.697, 1.883, 1.491], [0.966, 1.933, 0.203], [1.148, 0.946, -0.594], [1.144, 3.277, -0.391], [1.064, 3.441, -1.772], [1.219, 4.698, -2.331], [1.467, 5.793, -1.514], [1.550, 5.634, -0.136], [1.382, 4.381, 0.426], [-1.037, -1.193, 5.646], [-1.510, -0.867, 3.975], [-1.501, 0.440, 5.168], [0.978, -1.048, 4.125], [1.013, 0.157, 5.390], [0.208, 2.218, 5.091], [0.106, 2.963, 3.495], [2.695, 2.071, 4.894], [2.165, 3.737, 4.668], [2.609, 2.758, 3.264], [0.863, 2.585, -2.402], [1.145, 4.827, -3.402], [1.595, 6.774, -1.952], [1.744, 6.490, 0.496], [1.437, 4.243, 1.496], [1.140, -1.058, -2.253], [1.862, -2.317, -2.183], [3.176, -2.318, -1.747], [3.846, -3.529, -1.647], [3.201, -4.711, -1.980], [1.882, -4.690, -2.414], [1.201, -3.488, -2.516], [1.784, -0.265, -2.277], [0.581, -1.016, -3.105], [3.668, -1.390, -1.485], [4.874, -3.546, -1.312], [3.728, -5.652, -1.902], [1.380, -5.612, -2.673], [0.168, -3.462, -2.839], [-6.342, -4.583, -0.769], [-5.403, -3.201, -1.646], [-6.016, -2.499, -2.674], [-5.331, -1.478, -3.320], [-4.040, -1.156, -2.939], [-3.438, -1.873, -1.909], [-4.112, -2.901, -1.255], [-2.075, -1.547, -1.491], [-1.409, -2.254, -0.671], [-1.453, -0.503, -1.917], [-7.026, -2.749, -2.967], [-5.812, -0.935, -4.121], [-3.498, -0.358, -3.428], [-3.630, -3.450, -0.458]],
  "lowdin_charge": [1.206, -0.064, -0.239, -0.109, -0.189, -0.061, -0.607, 0.719, 0.125, -0.393, -0.215, -0.142, -0.017, -0.062, -0.061, -0.059, -0.013, 0.087, 0.065, 0.081, 0.081, 0.125, 0.121, 0.116, 0.079, 0.085, 0.069, 0.110, 0.110, 0.111, 0.110, 0.102, -0.026, -0.294, -0.025, -0.059, -0.064, -0.055, -0.029, 0.112, 0.132, 0.122, 0.113, 0.112, 0.115, 0.118, 0.782, -0.672, -0.097, -0.047, -0.003, -0.141, -0.050, -0.549, -0.116, -0.115, 0.110, 0.116, 0.122, 0.119],
  "relative_energy_kcal_mol": 10.8,
  "total_charge": 1
}

Record 2
{
  "formula": "C25H26BrN3O2Zr",
  "method": "wB97M-V/def2-TZVPD",
  "elements": ["Zr", "O", "C", "C", "C", "C", "C", "C", "C", "O", "N", "N", "C", "C", "Br", "C", "C", "C", "C", "C", "C", "C", "H", "H", "H", "H", "H", "H", "H", "H", "H", "H", "H", "H", "H", "H", "C", "N", "C", "C", "C", "C", "C", "C", "C", "C", "H", "H", "H", "H", "H", "H", "H", "H", "H", "H", "H", "H"],
  "positions_angstrom": [[1.045, 0.066, 0.840], [4.585, -2.870, 1.347], [5.091, -2.035, 2.305], [6.363, -2.176, 2.835], [6.810, -1.258, 3.774], [6.007, -0.196, 4.177], [4.737, -0.061, 3.641], [4.268, -0.993, 2.720], [2.883, -0.896, 2.178], [2.329, 0.411, 2.226], [1.970, -1.841, 2.834], [0.663, -1.449, 2.532], [-0.316, -1.542, 3.339], [-1.610, -0.974, 2.991], [-1.603, 0.211, 1.464], [-2.772, -1.059, 3.649], [-3.065, -1.976, 4.748], [-2.547, -3.275, 4.799], [-2.843, -4.092, 5.875], [-3.662, -3.619, 6.894], [-4.215, -2.346, 6.831], [-3.932, -1.531, 5.748], [5.214, -3.570, 1.141], [7.005, -2.987, 2.511], [7.802, -1.373, 4.190], [6.374, 0.522, 4.898], [4.101, 0.766, 3.928], [2.952, -1.205, 1.086], [2.158, -1.959, 3.825], [-0.217, -1.991, 4.325], [-3.566, -0.375, 3.365], [-1.980, -3.677, 3.968], [-2.462, -5.104, 5.907], [-3.898, -4.263, 7.730], [-4.874, -1.998, 7.614], [-4.367, -0.540, 5.686], [0.260, -0.522, -2.026], [1.433, -0.850, -1.150], [1.717, -2.311, -1.238], [2.624, -0.022, -1.542], [2.657, 1.306, -0.784], [3.877, 1.976, -0.718], [3.981, 3.192, -0.063], [2.862, 3.770, 0.525], [1.642, 3.118, 0.455], [1.505, 1.889, -0.190], [0.464, -0.862, -3.042], [0.099, 0.551, -2.033], [-0.625, -1.040, -1.657], [1.949, -2.572, -2.270], [0.839, -2.867, -0.917], [2.561, -2.558, -0.597], [2.580, 0.146, -2.621], [3.517, -0.610, -1.336], [4.748, 1.560, -1.214], [4.940, 3.691, -0.016], [2.949, 4.713, 1.048], [0.782, 3.560, 0.943]],
  "lowdin_charge": [1.605, 0.056, -0.261, 0.005, -0.042, -0.054, -0.006, -0.124, -0.414, -0.283, 0.057, -0.136, -0.123, -0.533, 0.917, -0.053, -0.224, -0.040, -0.048, -0.037, -0.040, -0.014, 0.124, 0.128, 0.121, 0.116, 0.123, 0.117, 0.158, 0.155, 0.124, 0.118, 0.118, 0.121, 0.121, 0.125, -0.053, -0.415, -0.032, -0.127, -0.287, -0.014, -0.024, -0.036, -0.096, -0.255, 0.113, 0.090, 0.093, 0.114, 0.103, 0.080, 0.150, 0.133, 0.131, 0.124, 0.122, 0.109],
  "energy_ha": -3903.504306,
  "total_charge": 2
}

Record 3
{
  "formula": "C25H26Cl3NO4Re",
  "method": "wB97M-V/def2-TZVPD",
  "elements": ["Re", "C", "C", "C", "C", "C", "C", "H", "H", "H", "H", "H", "H", "O", "O", "Cl", "C", "C", "C", "C", "C", "H", "H", "H", "H", "H", "H", "H", "H", "H", "H", "Cl", "C", "C", "C", "C", "C", "Cl", "C", "N", "C", "C", "C", "C", "C", "C", "C", "C", "O", "O", "H", "H", "H", "H", "H", "H", "H", "H", "H", "H"],
  "positions_angstrom": [[0.844, 0.866, -1.953], [-0.797, 3.776, -2.273], [-1.946, 3.130, -2.719], [-2.807, 2.545, -1.803], [-2.527, 2.608, -0.443], [-1.391, 3.266, 0.004], [-0.526, 3.852, -0.911], [-0.123, 4.241, -2.983], [-2.158, 3.073, -3.778], [-3.693, 2.028, -2.149], [-3.191, 2.136, 0.269], [-1.169, 3.313, 1.062], [0.364, 4.361, -0.561], [1.285, 1.340, -0.333], [1.592, 1.729, 0.838], [-0.144, 0.630, -3.949], [3.999, 0.088, -1.146], [3.920, 1.211, -2.183], [4.326, 2.550, -1.528], [4.868, 0.907, -3.350], [2.535, 1.411, -2.731], [5.034, -0.035, -0.823], [3.652, -0.858, -1.566], [3.401, 0.308, -0.262], [5.347, 2.465, -1.151], [3.668, 2.793, -0.694], [4.296, 3.370, -2.250], [5.892, 0.839, -2.980], [4.828, 1.692, -4.107], [4.614, -0.043, -3.824], [2.534, 1.975, -3.669], [-4.004, -3.516, 2.527], [-3.652, -1.955, 3.190], [-4.391, -1.511, 4.273], [-4.168, -0.244, 4.787], [-3.200, 0.571, 4.224], [-2.452, 0.103, 3.159], [-1.211, 1.109, 2.482], [-2.655, -1.167, 2.606], [-1.925, -1.591, 1.498], [-1.074, -2.708, 1.523], [-0.650, -3.288, 2.718], [0.238, -4.350, 2.704], [0.732, -4.836, 1.501], [0.300, -4.266, 0.314], [-0.620, -3.226, 0.309], [-1.128, -2.639, -0.983], [-0.408, -1.356, -1.288], [0.702, -1.374, -1.916], [-0.873, -0.248, -0.906], [-5.152, -2.156, 4.690], [-4.753, 0.109, 5.625], [-3.005, 1.560, 4.615], [-1.675, -0.867, 0.839], [-1.013, -2.893, 3.658], [0.557, -4.789, 3.640], [1.442, -5.651, 1.487], [0.664, -4.644, -0.634], [-2.190, -2.411, -0.893], [-0.961, -3.336, -1.802]],
  "lowdin_charge": [1.346, -0.141, -0.148, -0.092, -0.100, -0.134, -0.119, 0.103, 0.095, 0.107, 0.099, 0.061, 0.107, -0.468, -0.091, 0.139, -0.060, -0.668, -0.040, -0.058, -0.182, 0.090, 0.087, 0.063, 0.091, 0.075, 0.087, 0.087, 0.083, 0.090, 0.063, 0.734, -0.587, -0.109, -0.083, -0.105, -0.555, 0.795, -0.310, 0.064, -0.223, -0.031, -0.080, -0.089, -0.033, -0.159, -0.035, -0.629, -0.112, -0.122, 0.104, 0.107, 0.105, 0.080, 0.116, 0.104, 0.099, 0.116, 0.133, 0.132],
  "spin_multiplicity": 2,
  "relative_energy_kcal_mol": 134.4
}